[1]
Computed, not measured: the molecule BrClFN at a distorted geometry, with ωB97M-V/def2-TZVPD.

Highest occupied orbital energy (alpha / beta), eV: -11.27 / -11.09
Relative energy (zero: lowest compared OMol25 entry of this formula, charge and spin), kJ/mol: 158.9
LUMO energy (alpha / beta), Eh: -0.07299 / -0.14924
Kohn-Sham gap (alpha / beta), hartree: 0.3413 / 0.2583
2S+1: 1
Charge: 0

Last column: Löwdin charge in e.
Element x y z (Å)
1 N -1.43105 -0.37777 0.42409  -0.28
2 F -2.00990 0.49479 -0.47510  -0.18
3 Cl 2.98622 0.39814 0.06406  -0.11
4 Br 0.45473 -0.51517 -0.01306  0.57

Cartesian forces, eV/Å:
N 0.7 0.9 -0.9
F 0.7 -0.9 0.8
Cl -0.2 0.1 0.1
Br -1.3 -0.1 0.0

[2]
Computed, not measured: C18H38OP2Sr as an isolated structure at a distorted geometry, with ωB97M-V/def2-TZVPD.

Highest occupied orbital energy (alpha / beta), eV: -4.30 / -2.68
Relative energy (zero: lowest compared OMol25 entry of this formula, charge and spin), kJ/mol: 0.0
LUMO energy (alpha / beta), Eh: -0.00161 / 0.00341
Kohn-Sham gap (alpha / beta), hartree: 0.1564 / 0.1018
2S+1: 1
Charge: 0

Last column: Löwdin charge in e.
Element x y z (Å)
1 P 0.81572 1.33347 -2.44278  0.87
2 P 1.64947 -3.12103 -1.70341  0.90
3 C 2.02522 -0.03320 -2.05489  -0.31
4 C 1.26816 -1.31923 -2.33568  -0.43
5 H 2.31468 0.07470 -0.99163  0.02
6 H 2.95380 0.04886 -2.65939  0.08
7 H 0.21455 -1.19032 -2.03803  0.03
8 H 1.28355 -1.45297 -3.43678  0.07
9 C 2.13481 -3.05881 0.08291  -0.31
10 H 1.27405 -3.16236 0.75507  0.02
11 H 2.61719 -2.10262 0.32928  0.00
12 H 2.87609 -3.86563 0.25180  0.05
13 C 3.39051 -3.40911 -2.21898  -0.33
14 H 4.08119 -3.28332 -1.36456  0.02
15 H 3.68961 -2.78011 -3.06815  0.03
16 H 3.40845 -4.47442 -2.50706  0.03
17 C 1.51418 2.86911 -1.85360  -0.24
18 H 0.73276 3.62021 -2.05135  0.05
19 H 2.42144 3.09736 -2.42359  0.04
20 H 1.73357 2.89592 -0.77448  0.02
21 C 0.52595 1.52795 -4.18788  -0.20
22 H 0.39418 0.55766 -4.67746  0.06
23 H 1.39611 2.02725 -4.63665  0.06
24 H -0.38333 2.13797 -4.31148  0.07
25 Sr 3.54017 0.86610 1.01587  1.08
26 C 5.31004 -0.78686 0.28061  -0.34
27 C 5.56813 -0.30846 1.52826  -0.39
28 C 6.38802 0.90396 1.86723  -0.24
29 C 6.57526 1.91497 0.70455  -0.19
30 C 5.32963 2.24997 -0.08462  -0.26
31 C 4.92811 1.63688 -1.22754  -0.22
32 C 5.70604 0.55666 -1.90892  -0.19
33 C 6.17105 -0.57334 -0.92696  -0.21
34 C -0.75500 1.12778 -1.60037  -0.17
35 H 4.52613 -1.54094 0.12910  0.05
36 H 5.07984 -0.77979 2.39568  0.09
37 H 7.39356 0.64181 2.22692  0.11
38 H 5.91783 1.43604 2.71847  0.10
39 H 6.89540 2.86893 1.15938  0.11
40 H 7.40770 1.63161 0.04467  0.11
41 H 4.77816 3.14746 0.27872  0.08
42 H 4.23710 2.15640 -1.89502  0.08
43 H 6.61581 0.89992 -2.44826  0.12
44 H 5.07620 0.09119 -2.68702  0.08
45 H 6.14236 -1.52808 -1.48581  0.10
46 H 7.22679 -0.43267 -0.63044  0.11
47 H -0.67008 0.45112 -0.73898  0.02
48 H -1.54284 0.77529 -2.28537  0.07
49 H -1.11454 2.09980 -1.21303  0.07
50 C -0.29571 0.44016 2.86452  -0.08
51 C 0.29730 -0.61049 1.94203  -0.60
52 C -0.67376 -1.25585 0.96204  -0.09
53 O 1.40621 -0.01539 1.27502  -0.54
54 H -0.53618 1.35304 2.30732  0.07
55 H 0.43699 0.72403 3.62772  0.07
56 H -1.20909 0.07761 3.35603  0.07
57 H 0.69066 -1.44022 2.56161  0.12
58 H -1.55453 -0.61848 0.80898  0.07
59 H -0.18963 -1.45768 -0.00258  0.03
60 H -1.03136 -2.20962 1.37729  0.08

Cartesian forces, eV/Å:
P 1.4 0.0 1.3
P 0.2 0.8 0.1
C -0.1 0.3 0.0
C -0.1 -1.3 -0.1
H -0.6 -0.1 -0.6
H -0.7 0.2 0.3
H 0.3 -0.2 -0.2
H -0.2 -0.2 0.5
C -0.3 0.4 0.4
H 0.3 -0.1 -0.1
H -0.2 -0.2 0.0
H -0.6 0.3 -0.1
C 0.3 -0.3 -0.3
H -0.2 0.2 -0.6
H 0.1 -0.3 0.2
H 0.3 0.4 -0.1
C -0.4 0.4 -0.5
H 0.4 0.1 0.0
H -0.2 0.1 0.1
H 0.0 -0.2 0.1
C 0.0 -0.1 -0.5
H -0.1 0.1 0.1
H -0.3 -0.1 0.1
H 0.4 -0.2 -0.1
Sr -3.8 0.8 1.8
C -0.3 -1.1 -1.9
C 0.9 -0.3 2.0
C 0.3 0.1 -0.2
C 0.3 0.4 0.4
C 0.6 0.7 -1.6
C 1.8 1.5 -0.1
C 0.6 -1.3 0.1
C 0.2 -0.4 -0.6
C -0.8 0.0 0.2
H 0.5 0.0 0.4
H 0.2 0.0 -0.2
H 0.0 0.1 0.1
H 0.1 0.0 -0.2
H 0.0 -0.3 -0.1
H -0.4 -0.1 0.1
H 0.0 -0.5 -0.3
H -0.4 -0.1 0.6
H -0.5 0.3 0.2
H 0.2 0.2 0.2
H 0.2 0.4 0.0
H -0.4 0.0 -0.2
H 0.1 0.2 -0.3
H 0.4 -0.1 0.2
H 0.5 -0.3 -0.2
C -0.5 -0.1 0.2
C 2.1 0.4 -0.4
C -0.6 -0.1 0.2
O -0.3 -0.3 -0.1
H 0.0 -0.2 -0.1
H -0.1 -0.1 -0.1
H 0.1 0.1 0.0
H -0.1 0.2 0.1
H 0.0 -0.1 -0.1
H -0.1 0.0 0.4
H -0.1 0.2 -0.2

[3]
Computed, not measured: an isolated ion of composition C6H13NO4PS and charge -1 at a distorted geometry, with ωB97M-V/def2-TZVPD.

Highest occupied orbital energy, eV: -4.19
Relative energy (zero: lowest compared OMol25 entry of this formula, charge and spin), kJ/mol: 0.0
LUMO energy, Eh: 0.11944
Kohn-Sham gap, hartree: 0.2733
2S+1: 1
Structure (SMILES): CCCN(CC(=O)O)C[P@]([O-])(O)=S
Charge: -1

Last column: Löwdin charge in e.
Element x y z (Å)
1 C 0.24224 2.07606 1.36219  -0.14
2 C 1.21179 0.90035 1.23637  -0.22
3 C 1.61069 0.55621 -0.23466  -0.21
4 N 0.63386 -0.10389 -1.01421  -0.23
5 C 0.81981 -1.54991 -1.30074  -0.03
6 C 1.26776 -2.33649 0.03007  -0.53
7 O 2.33390 -2.90083 0.12138  0.04
8 O 0.44890 -2.29454 1.05324  0.05
9 C -0.54673 0.53013 -1.32231  -0.16
10 P -2.26585 -0.13260 0.02690  0.14
11 O -1.69559 -1.18687 0.96938  -0.39
12 O -3.24009 -1.05983 -0.88379  -0.32
13 S -3.43801 1.36395 0.59342  0.11
14 H -0.75041 1.74436 0.92701  -0.01
15 H 0.01173 2.41231 2.38046  0.07
16 H 0.36346 2.92062 0.73750  0.05
17 H 0.64772 0.09908 1.80402  0.11
18 H 2.17534 1.04329 1.78536  0.10
19 H 1.94509 1.52929 -0.69145  0.13
20 H 2.53168 -0.03987 -0.21886  0.12
21 H -0.07040 -1.80690 -1.69965  0.07
22 H 1.49774 -1.69481 -2.14752  0.12
23 H -0.51408 -1.87083 1.00802  0.01
24 H -0.47269 1.52673 -1.02137  0.03
25 H -0.91888 0.55137 -2.33225  0.07
26 H -3.82898 -0.27636 -1.16851  0.02

Cartesian forces, eV/Å:
C -2.0 -1.1 -0.3
C 0.0 -0.3 1.0
C 0.8 1.0 1.2
N 0.9 -1.9 -0.8
C 2.5 1.9 1.9
C -1.0 0.4 -0.5
O 0.3 0.1 -0.6
O 0.4 -0.5 0.0
C -2.6 -1.0 1.9
P 1.9 -0.8 -0.7
O -0.2 1.2 0.1
O -1.3 2.2 -1.4
S 0.3 0.1 0.1
H 0.9 0.2 1.1
H 0.3 -0.2 -0.1
H 1.1 1.2 -0.6
H 1.0 0.3 -1.1
H -0.7 0.2 -0.3
H -0.4 -0.6 0.1
H -0.3 -0.1 0.0
H -3.2 -1.6 -0.7
H 0.7 -0.1 0.5
H 0.4 0.4 -0.7
H 0.0 1.6 0.4
H -0.2 -0.7 -0.6
H 0.5 -2.0 0.1

[4]
Computed, not measured: C20H12Cl3FN3O5ReSbSe4 as an isolated structure, with ωB97M-V/def2-TZVPD.

Highest occupied orbital energy (alpha / beta), eV: -11.04 / -11.05
Relative energy (zero: lowest compared OMol25 entry of this formula, charge and spin), kJ/mol: 0.0
LUMO energy (alpha / beta), Eh: -0.20057 / -0.20089
Kohn-Sham gap (alpha / beta), hartree: 0.2053 / 0.2051
2S+1: 1
Charge: +1

Last column: Löwdin charge in e.
Element x y z (Å)
1 Re 0.82093 0.90259 0.87221  1.42
2 Cl -5.33976 3.13102 4.73635  0.74
3 C -3.97519 2.58030 3.83979  -0.64
4 C -3.67001 3.19061 2.62924  -0.10
5 C -2.57627 2.75073 1.91357  -0.59
6 Cl -2.19074 3.44179 0.38109  0.77
7 C -1.78555 1.72993 2.42613  -0.41
8 O -0.69285 1.32567 1.73837  -0.34
9 C -2.11337 1.11004 3.62244  -0.58
10 Cl -1.12423 -0.18108 4.20113  0.76
11 C -3.21504 1.53519 4.34104  -0.10
12 H -4.27873 3.99651 2.24650  0.12
13 H -3.47036 1.06271 5.27824  0.12
14 N 3.85548 -0.56911 -1.71960  0.17
15 C 3.28139 -0.36078 -0.53656  -0.13
16 N 2.27647 0.49495 -0.62399  -0.10
17 C 2.18954 0.86847 -1.97536  -0.20
18 C 1.33003 1.74867 -2.62883  0.00
19 C 1.52336 1.91228 -3.98347  -0.05
20 C 2.53866 1.23121 -4.67708  -0.06
21 C 3.39541 0.36387 -4.03515  0.00
22 C 3.19318 0.20256 -2.66955  -0.17
23 H 4.65527 -1.16143 -1.87581  0.18
24 H 3.60665 -0.83367 0.37597  0.13
25 H 0.55729 2.28541 -2.09905  0.11
26 H 0.88114 2.58988 -4.52867  0.12
27 H 2.65234 1.39640 -5.73934  0.11
28 H 4.18262 -0.15603 -4.56334  0.12
29 F 1.08986 2.72586 0.23641  -0.65
30 O -0.34747 -0.11525 -0.62946  -0.05
31 C -0.15905 -1.20903 -0.02187  -0.51
32 O 0.65637 -1.13165 0.99056  -0.15
33 C -0.79033 -2.46533 -0.39861  -0.12
34 C -1.60572 -2.51757 -1.53083  0.02
35 C -2.20976 -3.71135 -1.88411  -0.02
36 C -2.00452 -4.84815 -1.11294  0.04
37 C -1.19428 -4.76440 0.00495  -0.11
38 C -0.57691 -3.59503 0.38687  0.08
39 N -0.97683 -5.97740 0.82792  -0.35
40 O -1.47096 -7.00759 0.43119  0.11
41 O -0.29138 -5.85314 1.81937  0.10
42 H -1.75815 -1.62245 -2.11867  0.13
43 H -2.84304 -3.76269 -2.75823  0.12
44 H -2.46158 -5.79473 -1.36408  0.13
45 H 0.04369 -3.56704 1.27011  0.14
46 Se 1.79011 5.85728 -0.30430  0.05
47 Sb 1.76966 4.49074 1.56521  0.14
48 Se 2.53589 1.15837 2.41997  0.27
49 Se 3.82738 2.97195 1.75702  0.11
50 Se 0.46933 4.14987 3.46725  0.09

Cartesian forces, eV/Å:
Re -0.1 -0.8 0.2
Cl 0.0 0.0 0.0
C 0.0 0.1 0.0
C -0.1 0.0 0.0
C -0.1 0.1 -0.2
Cl 0.0 0.0 0.2
C 0.2 -0.1 -0.3
O 0.2 0.0 0.0
C 0.1 -0.1 0.2
Cl -0.1 0.1 0.0
C 0.1 -0.1 0.0
H 0.0 0.0 0.0
H 0.0 0.0 0.0
N 0.0 0.0 0.0
C 0.1 0.1 0.0
N -0.2 -0.1 0.0
C 0.0 0.1 0.0
C 0.0 0.0 0.0
C 0.0 0.0 0.0
C 0.0 0.0 0.0
C 0.0 0.0 0.0
C 0.0 0.0 0.0
H 0.0 0.0 0.0
H 0.0 0.0 0.0
H 0.0 0.0 0.0
H 0.0 0.0 0.0
H 0.0 0.0 0.0
H 0.0 0.0 0.0
F 0.0 0.2 0.0
O -0.1 -0.2 0.0
C 0.1 0.1 -0.1
O 0.0 0.2 0.1
C 0.0 -0.1 0.0
C 0.0 0.0 0.0
C 0.0 0.0 0.0
C 0.0 0.0 0.0
C 0.0 0.0 0.1
C 0.0 0.0 0.0
N 0.2 0.0 -0.2
O -0.1 0.0 0.1
O -0.1 0.0 0.1
H 0.0 0.0 0.0
H 0.0 0.0 0.0
H 0.0 0.0 0.0
H 0.0 0.0 0.0
Se 0.1 0.3 0.0
Sb -0.1 0.2 -0.2
Se -0.2 -0.3 0.1
Se 0.2 0.1 0.0
Se -0.1 0.1 0.1